Below is a single C3H9NS molecule at a distorted geometry, with properties calculated with wB97M-V/def2-TZVPD.

Values from the calculation:
Maximum force ... 2.8 eV/A
Lowest unoccupied orbital energy ... 0.991 eV
SMILES ... NCCCS
Highest occupied orbital energy ... -9.0542 eV
Energy relative to the best compared isomer or geometry (same formula, charge and spin) ... 13.1 kcal/mol

Cartesian coordinates (Å):
1 N -1.969 -1.056 -0.387
2 C -0.935 -0.221 0.143
3 C 0.495 -0.473 -0.352
4 C 1.504 0.456 0.330
5 S 1.297 2.197 -0.183
6 H -2.312 -0.809 -1.299
7 H -1.630 -1.999 -0.325
8 H -1.137 0.833 0.336
9 H -0.868 -0.409 1.242
10 H 0.674 -1.540 -0.237
11 H 0.571 -0.185 -1.400
12 H 2.528 0.242 0.060
13 H 1.449 0.405 1.417
14 H 0.332 2.561 0.657

Here are the Mulliken charges for atoms 1 to 2, given in e:
1 N -0.560
2 C -0.674